Record 1
The following is a quantum chemistry calculation of 17 unconnected molecules or ions with the total composition C4H32BO24, from the OMol25 dataset.

Output
highest occupied orbital energy	-8.0	eV
charge	-1
lowest unoccupied orbital energy	1.963	eV
ΔE to the lowest compared entry with this formula, charge and spin	88.5	kJ/mol

CARTESIAN COORDINATES (ANGSTROEM)
O1 2.66339 0.37821 0.39665
C1 1.50286 0.21792 0.14923
O2 0.74035 0.91435 -0.67212
B1 -0.60123 0.31647 -0.69883
O3 -0.61727 -0.63751 0.44647
C2 0.63301 -0.89263 0.78440
O4 1.00748 -1.65945 1.61724
O5 -0.90527 -0.40224 -1.94508
C3 -2.00274 0.08277 -2.46509
O6 -2.56047 -0.29092 -3.43243
C4 -2.36904 1.36883 -1.68646
O7 -1.62779 1.38476 -0.59158
O8 -3.23708 2.14091 -1.94192
O9 5.36430 -0.78183 -0.53329
H1 4.45290 -0.97655 -0.78962
H2 5.67463 -0.15395 -1.19444
O10 -0.45781 4.25379 -2.72642
H3 -1.22071 3.76155 -2.40063
H4 -0.45372 5.06088 -2.19665
O11 1.28258 3.48413 0.90742
H5 1.43482 2.53441 0.92125
H6 2.11565 3.85708 0.58612
O12 -0.90947 -1.60297 4.81562
H7 -1.41476 -2.19943 4.25442
H8 -0.08804 -1.45537 4.31597
O13 0.02676 -2.76579 -3.99127
H9 0.13516 -3.54511 -4.55074
H10 -0.49741 -2.14156 -4.51564
O14 -2.96385 0.31000 1.78102
H11 -3.39816 -0.45842 2.17079
H12 -2.76171 0.04881 0.88176
O15 3.34195 -3.66152 0.19660
H13 2.57704 -4.21574 0.41926
H14 3.31766 -2.95442 0.85649
O16 1.09707 -3.77992 3.60308
H15 0.98841 -4.15700 2.70688
H16 1.59814 -2.96946 3.45532
O17 1.74327 -0.25140 4.02380
H17 1.43989 -0.22239 3.11082
H18 1.04439 0.20052 4.52077
O18 4.52796 2.86853 -0.30117
H19 4.23793 2.04777 0.13097
H20 5.14573 2.58197 -0.98058
O19 -5.43856 2.31686 0.20480
H21 -5.70907 3.14719 0.61091
H22 -4.62343 2.53273 -0.27537
O20 -1.42481 4.43009 0.72846
H23 -1.58432 3.73685 0.07828
H24 -0.48834 4.30596 0.97558
O21 0.59427 -4.85176 1.04205
H25 0.29264 -5.66052 0.61478
H26 0.66833 -4.19639 0.31845
O22 -0.48067 1.59889 2.85658
H27 -1.08723 2.33529 2.70199
H28 -0.91565 0.85024 2.41354
O23 -3.00500 0.73878 -6.14239
H29 -3.37025 1.62673 -6.06412
H30 -3.01523 0.39097 -5.23409
O24 0.08768 -3.19769 -1.18197
H31 0.16263 -3.08725 -2.15393
H32 -0.66981 -2.65505 -0.93196

Forces on atoms 1 to 3 (eV/Å):
O 0.0279 0.3591 -0.0312
C 0.1054 -0.7640 -0.4270
O 0.1064 -0.2416 -0.0875


Record 2
The following is a quantum chemistry calculation of C23H46N2O4 in the gas phase, from the OMol25 dataset.

Output
structure (SMILES)	CCCCCCCCCCCCC[C@@]1(COO)C[C@](CC)(C[C@H](O)CN)NC1=O
highest occupied orbital energy	-9.2	eV
lowest unoccupied orbital energy	0.588	eV

CARTESIAN COORDINATES (ANGSTROEM)
C1 -3.73300 -3.79165 2.36364
C2 -2.47231 -4.05714 1.41634
C3 -2.26618 -2.98149 0.25053
C4 -3.59010 -2.60954 -0.57508
C5 -3.46445 -1.03394 -0.97035
C6 -4.19704 -0.10446 0.09861
C7 -3.87259 1.46645 -0.11213
C8 -2.41123 1.72798 0.48973
C9 -1.76108 3.10696 0.00474
C10 -1.85605 3.37943 -1.57205
C11 -1.55095 2.09616 -2.48806
C12 0.06573 1.93106 -2.59925
C13 0.51304 0.39988 -2.69928
C14 2.00898 0.08678 -2.20846
C15 2.89289 -0.20603 -3.53590
O1 2.84435 -1.60639 -3.93023
O2 4.12802 -2.08096 -3.73863
C16 2.73829 1.05245 -1.16900
C17 2.67941 0.43439 0.33765
C18 1.23205 0.92172 0.82322
C19 0.50147 -0.07789 1.84826
C20 3.99604 1.07438 0.98367
C21 4.28595 0.62420 2.49210
O3 4.33040 -0.83251 2.63394
C22 3.34411 1.32292 3.58873
N1 3.08851 0.37721 4.70820
N2 2.68188 -1.02780 0.00484
C23 1.94722 -1.23456 -1.25964
O4 1.33452 -2.30634 -1.50319
H1 -3.66516 -4.43538 3.29971
H2 -3.88298 -2.68908 2.63947
H3 -4.69631 -4.11051 1.82663
H4 -2.46926 -5.12219 0.99693
H5 -1.54175 -3.98714 2.09457
H6 -1.53788 -3.45160 -0.51004
H7 -1.73874 -2.04310 0.63935
H8 -4.56673 -2.82646 -0.03633
H9 -3.62240 -3.20271 -1.55824
H10 -3.92973 -0.93711 -2.00936
H11 -2.33221 -0.83004 -1.03053
H12 -3.82786 -0.37724 1.14536
H13 -5.33684 -0.20084 0.00532
H14 -4.61480 2.15192 0.42520
H15 -3.95507 1.66400 -1.22855
H16 -1.69603 0.89380 0.14842
H17 -2.47020 1.64452 1.63567
H18 -2.35172 3.94760 0.53123
H19 -0.69106 3.19775 0.42483
H20 -1.10762 4.22831 -1.79491
H21 -2.89057 3.83729 -1.78040
H22 -1.99131 2.34307 -3.52466
H23 -2.06669 1.14450 -2.14407
H24 0.37696 2.55070 -3.52034
H25 0.48423 2.49439 -1.69966
H26 -0.26780 -0.23621 -2.15884
H27 0.45363 0.07778 -3.80383
H28 2.54612 0.48229 -4.39273
H29 4.00129 0.04089 -3.38675
H30 4.09237 -3.01239 -3.43450
H31 2.53041 2.16858 -1.16789
H32 3.83874 0.94354 -1.47475
H33 0.52063 1.05146 -0.06082
H34 1.32496 1.96881 1.29642
H35 1.13508 -0.32915 2.75736
H36 -0.45040 0.46878 2.19823
H37 0.14567 -1.04750 1.36807
H38 3.99039 2.21817 0.86218
H39 4.88612 0.68784 0.36135
H40 5.35871 0.97805 2.73214
H41 4.76735 -1.14945 1.80668
H42 2.37866 1.76705 3.13820
H43 3.89430 2.22322 4.04467
H44 2.51137 -0.42264 4.41347
H45 2.59053 0.85164 5.47278
H46 2.43574 -1.66647 0.77000

Forces on atoms 1 to 3 (eV/Å):
C -0.5182 -0.4202 -0.6453
C 0.6627 0.5815 0.7346
C -0.0870 -1.1074 -0.4657


Record 3
The following is a quantum chemistry calculation of a molecular structure, C2H6NdO2, from the OMol25 dataset.

Output
expectation value of S²	6.46
highest occupied orbital energy (spin up / spin down)	-17.3 / -19.6	eV
charge	+2
lowest unoccupied orbital energy (spin up / spin down)	-11.958 / -11.478	eV
multiplicity	5
ΔE to the lowest compared entry with this formula, charge and spin	744.1	kJ/mol

CARTESIAN COORDINATES (ANGSTROEM)
O1 -0.88509 0.28143 2.43878
Nd1 -1.19386 -2.19140 1.73342
C1 -0.00488 0.45944 -0.31633
C2 1.07114 -0.08825 -1.19990
H1 -0.00265 0.80748 1.23139
H2 -0.38819 1.44633 -0.61148
H3 1.51037 -1.00607 -0.78304
H4 0.68804 -0.30600 -2.20648
H5 1.86621 0.66311 -1.33723
O2 -1.08956 -0.40132 -0.00466
H6 -1.57153 0.33525 1.05552

Forces on atoms 1 to 3 (eV/Å):
O 0.2660 0.4160 -4.6777
Nd 0.0810 0.5132 0.4510
C -3.5258 -2.5586 -1.6589


Record 4
The following is a quantum chemistry calculation of C5H8N2O4S in the gas phase, from the OMol25 dataset.

Output
expectation value of S²	2.02
highest occupied orbital energy (spin up / spin down)	-7.4 / -9.8	eV
lowest unoccupied orbital energy (spin up / spin down)	0.585 / -2.522	eV
multiplicity	3
ΔE to the lowest compared entry with this formula, charge and spin	0.0	kJ/mol

CARTESIAN COORDINATES (ANGSTROEM)
C1 -0.71793 1.19867 1.27794
C2 0.60585 -1.22969 -0.07800
C3 -0.30921 2.12936 0.15971
C4 -0.40242 -0.58852 -0.77506
C5 2.69426 -2.13215 0.06380
N1 -1.53081 0.22120 1.44216
N2 -1.05796 2.65047 -0.84682
O1 0.58833 -1.33386 1.15198
O2 -2.56499 -1.81603 -0.01833
O3 -2.77459 0.40054 -0.82069
O4 1.71343 -1.56034 -0.76919
S1 -1.97367 -0.51287 -0.12438
H1 -0.20844 1.48263 2.14188
H2 0.60651 2.56521 0.35942
H3 -0.33357 -0.45748 -1.91812
H4 2.97356 -1.30864 0.84640
H5 3.52751 -2.55696 -0.45453
H6 2.20050 -2.91704 0.59358
H7 -2.05471 2.23881 -0.94575
H8 -0.98163 3.52669 -1.28601

Forces on atoms 1 to 3 (eV/Å):
C 0.0047 2.0231 -2.9065
C 2.5619 -0.4043 3.2803
C -2.1562 -1.2817 1.5584


Record 5
The following is a quantum chemistry calculation of a molecular structure, C27H30BrIrNO9P3S, from the OMol25 dataset.

Output
expectation value of S²	0.76
highest occupied orbital energy (spin up / spin down)	-10.8 / -11.2	eV
charge	+1
lowest unoccupied orbital energy (spin up / spin down)	-2.748 / -4.823	eV
multiplicity	2
ΔE to the lowest compared entry with this formula, charge and spin	77.7	kJ/mol

CARTESIAN COORDINATES (ANGSTROEM)
Ir1 0.26181 1.21609 0.32200
O1 3.48582 -0.67693 2.01069
P1 2.18994 0.14872 1.68073
O2 2.43104 0.95209 0.39958
O3 0.93710 -0.69817 1.48254
O4 2.03870 1.18499 2.86937
P2 0.62172 1.61784 3.60235
O5 0.33159 0.34637 4.53992
O6 0.84944 2.84331 4.37170
O7 -0.38288 1.55745 2.46168
H1 3.41834 -1.23712 2.79283
H2 0.42532 0.60178 5.46495
C1 -2.25648 -4.24032 -0.32151
C2 -1.07979 -4.32531 0.41401
C3 -0.03516 -3.45694 0.14683
C4 -0.16564 -2.50731 -0.86787
C5 -1.35360 -2.40617 -1.58875
C6 -2.39296 -3.28402 -1.31926
P3 1.19996 -1.40565 -1.21097
C7 2.55933 -2.28871 -1.94956
C8 2.52077 -3.65771 -2.22330
C9 3.58787 -4.25175 -2.87628
C10 4.69411 -3.49358 -3.23636
C11 4.74691 -2.13629 -2.93918
C12 3.68648 -1.53108 -2.29163
C13 0.77194 -0.07947 -2.30962
C14 0.89504 -0.19480 -3.69850
C15 0.55373 0.88145 -4.49018
C16 0.11912 2.05722 -3.88650
C17 0.02127 2.17269 -2.50868
C18 0.34611 1.09744 -1.67183
H3 -3.07009 -4.92338 -0.11477
H4 -0.97856 -5.06774 1.19402
H5 0.87435 -3.50314 0.73265
H6 -1.45947 -1.65136 -2.35785
H7 -3.30837 -3.22581 -1.89413
H8 1.65814 -4.25000 -1.94731
H9 3.55401 -5.30728 -3.10912
H10 5.52326 -3.96390 -3.74772
H11 5.61628 -1.55328 -3.21027
H12 3.72358 -0.47644 -2.04561
H13 1.24311 -1.11678 -4.14816
H14 0.63004 0.81277 -5.56660
H15 -0.13116 2.91048 -4.50476
H16 -0.31238 3.10996 -2.09068
O8 0.55575 6.45742 2.88391
C19 0.52777 5.45660 2.00912
C20 1.66299 4.76846 1.58033
C21 1.50028 3.69814 0.74772
N1 0.28968 3.25466 0.30912
C22 -0.77049 4.00948 0.65118
Br1 -2.44419 3.55467 -0.06678
C23 -0.70412 5.10942 1.46599
H17 1.42063 6.52453 3.30871
H18 2.65122 5.03238 1.92998
H19 2.34420 3.10510 0.42971
H20 -1.59233 5.66606 1.72135
C24 -4.54831 0.62716 -0.70555
C25 -4.07312 -0.21279 0.46882
S1 -2.69132 0.54989 1.31870
O9 -1.60637 0.44824 0.19875
C26 -2.24879 -0.77372 2.44890
C27 -3.02357 -0.64282 3.75253
H21 -5.36726 0.11636 -1.21034
H22 -3.74138 0.78032 -1.42146
H23 -4.91564 1.59899 -0.37589
H24 -3.74214 -1.20345 0.15827
H25 -4.84978 -0.31768 1.23059
H26 -1.17822 -0.63631 2.59976
H27 -2.41820 -1.72150 1.93442
H28 -2.88841 0.34785 4.18610
H29 -2.64768 -1.37360 4.46687
H30 -4.09094 -0.82410 3.62026

Forces on atoms 1 to 3 (eV/Å):
Ir -0.2154 -0.4918 0.7069
O -0.0573 -0.0601 -0.1314
P 0.1461 0.4022 -0.3337


Record 6
The following is a quantum chemistry calculation of C5H3NO in the gas phase, from the OMol25 dataset.

Output
highest occupied orbital energy (spin up / spin down)	-10.1 / -10.1	eV
lowest unoccupied orbital energy (spin up / spin down)	-1.433 / -1.434	eV
ΔE to the lowest compared entry with this formula, charge and spin	599.0	kJ/mol

CARTESIAN COORDINATES (ANGSTROEM)
C1 -1.39027 -0.38470 -1.75832
C2 -0.91467 0.75348 -1.40047
C3 -0.10938 0.51601 -0.32940
C4 -0.60867 -0.27729 0.81675
O1 0.53703 -0.55820 1.60754
N1 1.64260 -0.09834 0.96954
C5 1.32225 0.51930 -0.12095
H1 -1.02208 -1.13806 0.22814
H2 -1.41482 0.10605 1.44089
H3 2.08686 0.91930 -0.77437

Forces on atoms 1 to 3 (eV/Å):
C -0.0561 0.9342 -0.7341
C -0.1799 -0.6465 -0.2448
C 0.0948 -0.2935 0.1768


Record 7
The following is a quantum chemistry calculation of C5H9NO2 in the gas phase, from the OMol25 dataset.

Output
structure (SMILES)	CC(=O)N[C@@H](C)C=O
highest occupied orbital energy	-9.7	eV
lowest unoccupied orbital energy	0.665	eV
ΔE to the lowest compared entry with this formula, charge and spin	92.1	kJ/mol

CARTESIAN COORDINATES (ANGSTROEM)
C1 -0.61297 0.12503 2.15504
C2 0.19250 -0.95571 1.47745
O1 0.60321 -1.91683 2.08070
N1 0.55085 -0.78228 0.13498
C3 0.03335 0.25155 -0.76932
C4 1.16506 0.85595 -1.55276
C5 -1.18259 -0.29979 -1.54453
O2 -1.10384 -0.78648 -2.63470
H1 -1.32928 -0.31167 2.87270
H2 -1.23784 0.83714 1.59396
H3 0.10585 0.65967 2.84225
H4 0.89264 -1.62007 -0.31604
H5 -0.37556 1.08834 -0.17439
H6 1.94532 1.34474 -0.90227
H7 1.78781 0.12517 -2.06779
H8 0.68321 1.58982 -2.23259
H9 -2.11769 -0.20456 -0.96269

Forces on atoms 1 to 3 (eV/Å):
C -0.2185 0.6912 1.7138
C 0.1925 0.1620 -1.3063
O -0.0948 -0.2374 0.2950


Record 8
The following is a quantum chemistry calculation of a molecular structure, C25H48N5OS4TeTl, from the OMol25 dataset.

Output
highest occupied orbital energy	0.4	eV
charge	-2
lowest unoccupied orbital energy	3.355	eV
ΔE to the lowest compared entry with this formula, charge and spin	302.5	kJ/mol

CARTESIAN COORDINATES (ANGSTROEM)
Tl1 11.09910 12.04938 12.23202
C1 13.06973 9.20712 14.09461
C2 12.20290 8.53017 13.21225
C3 12.44897 8.98252 11.87198
C4 13.42097 10.00008 11.95994
C5 13.73782 10.21087 13.35858
C6 14.55053 11.31461 13.92682
C7 14.19073 10.73471 10.82329
C8 11.79224 8.39046 10.64728
C9 11.16426 7.59773 13.69498
C10 13.16179 8.86036 15.56726
H1 13.90098 12.05797 14.48958
H2 15.03395 11.91639 13.12345
H3 15.36631 11.03316 14.60725
H4 15.07975 11.14809 11.21296
H5 13.53405 11.42272 10.38123
H6 14.49857 9.92991 10.12480
H7 12.16913 7.38931 10.41158
H8 12.02029 9.00507 9.79368
H9 10.67908 8.34802 10.78468
H10 11.67112 6.71147 14.13163
H11 10.44609 7.30188 12.92696
H12 10.71431 8.02779 14.63787
H13 14.18480 8.92493 15.87179
H14 12.92671 7.81428 15.75139
H15 12.54361 9.52396 16.16243
S1 10.88077 12.69146 15.00679
C11 11.35976 14.34518 15.04872
C12 10.73463 15.14820 16.01691
C13 11.06732 16.50192 16.12956
C14 12.11107 17.02473 15.37281
C15 12.73833 16.29398 14.32826
C16 12.26767 14.99402 14.09356
S2 12.81034 14.16074 12.69228
H16 9.91216 14.76352 16.61361
H17 10.45574 17.17735 16.75093
H18 12.39421 18.05804 15.46009
H19 13.47847 16.67705 13.61613
N1 5.51935 12.08255 10.43711
N2 5.09006 13.29731 10.81051
C17 5.76598 13.97523 11.83525
N3 5.11180 15.10360 12.21327
S3 7.18209 13.34882 12.57071
H20 5.80587 12.17092 9.50865
H21 6.21210 11.76466 11.20538
H22 4.14791 13.46619 10.45663
H23 4.28053 15.43703 11.76513
H24 5.69918 15.81472 12.64292
C18 7.79659 13.06172 7.13756
C19 8.08313 11.58051 7.35757
C20 9.48514 11.29419 6.72186
C21 6.96374 10.70858 6.83886
N4 8.12754 11.30225 8.75187
N5 9.34705 11.76589 9.37492
H25 7.60977 13.22434 6.05274
H26 8.51921 13.82071 7.46797
H27 6.84892 13.41167 7.64804
H28 9.39794 11.00620 5.64227
H29 10.01749 10.44814 7.19573
H30 10.09691 12.22408 6.71179
H31 6.78927 10.86303 5.79236
H32 6.04136 11.05160 7.36258
H33 7.08699 9.64977 6.90435
H34 8.03833 10.27889 8.87842
H35 8.94678 12.27420 10.17464
H36 9.78881 12.45712 8.79039
C22 6.16342 11.15086 15.98080
Te1 7.19327 9.49496 15.11186
C23 5.85639 7.92671 15.85280
H37 5.07423 10.96148 15.93679
H38 6.40428 11.98636 15.29806
H39 6.49568 11.32543 16.98801
H40 5.56350 8.12866 16.88083
H41 6.38107 7.01032 15.73969
H42 4.95777 8.03525 15.20960
C24 7.88743 5.09826 11.15282
S4 8.53428 6.45368 10.16986
C25 6.95947 7.06987 9.49353
O1 8.89501 7.39912 11.23718
H43 6.94995 5.49258 11.62103
H44 8.64046 4.78468 11.81044
H45 7.61725 4.22388 10.54914
H46 6.58874 7.78552 10.19795
H47 6.28740 6.18814 9.42889
H48 7.12922 7.49154 8.49007

Forces on atoms 1 to 3 (eV/Å):
Tl 0.3369 -0.2552 0.6347
C -0.6046 0.0839 -0.3871
C 0.7675 0.6928 -1.0698


no.,total energy (eV),maximum force (eV Å⁻¹)
1,-54493.8830,2.03
2,-35760.4524,4.27
3,-21517.8794,4.70
4,-27314.6737,4.88
5,-159987.1121,0.89
6,-8763.7978,1.19
7,-10915.6212,1.86
8,-91524.4799,3.66